A | 13
Properties=species:S:1:pos:R:3:nbo_charge:R:1 method="wB97M-V/def2-TZVPD" smiles="N/N=c1/[nH]cc(N=O)o1" gap_ev=7.513 lumo_ev=-0.94
C -0.568 -0.173 0.541 0.579
C 0.424 -1.528 -0.896 0.039
C 0.630 -0.217 -1.220 0.256
H -0.867 2.161 0.718 0.350
H -1.809 2.161 2.011 0.356
H -0.308 -2.343 1.091 0.468
H 0.856 -2.472 -1.169 0.246
N -0.948 1.781 1.621 -0.638
N -1.217 0.338 1.545 -0.321
N -0.303 -1.544 0.267 -0.588
N 1.626 0.017 -2.158 0.052
O 2.286 1.168 -2.045 -0.364
O 0.199 0.650 -0.305 -0.436

=====

B | 13
Properties=species:S:1:pos:R:3:nbo_charge:R:1 method="wB97M-V/def2-TZVPD" smiles="O=[N+]([O-])Nn1ccnc1" gap_ev=9.488 lumo_ev=0.26
C 1.553 0.719 0.085 -0.077
C 0.218 0.830 -0.215 -0.088
C 0.630 -1.042 0.930 0.151
N 1.781 -0.398 0.748 -0.429
N -0.347 -0.328 0.249 -0.206
N -1.719 -0.502 0.256 -0.351
N -2.535 -0.016 1.293 0.656
O -2.043 0.782 2.020 -0.348
O -3.590 -0.550 1.204 -0.378
H 2.337 1.418 -0.164 0.212
H -0.325 1.646 -0.637 0.227
H 0.277 -1.900 1.362 0.198
H -2.146 -1.441 -0.384 0.433

=====

What should be chosen as the most stable of them? Choose A.

=====

A | 15
Properties=species:S:1:pos:R:3:nbo_charge:R:1 method="wB97M-V/def2-TZVPD" smiles=CCc1ccoc1Cl gap_ev=8.379 lumo_ev=0.88
C -0.140 -1.596 0.193 -0.334
C -1.398 -2.072 -0.144 0.045
C -0.126 -0.234 0.347 -0.027
C -1.795 0.081 -0.042 0.171
C 1.554 1.353 -0.593 -0.588
C 0.837 0.836 0.659 -0.456
O -2.315 -1.100 -0.258 -0.377
Cl -2.670 1.509 0.012 0.069
H 0.704 -2.246 0.326 0.232
H -1.731 -3.077 -0.308 0.204
H 2.099 0.547 -1.074 0.204
H 2.252 2.139 -0.319 0.207
H 0.840 1.752 -1.310 0.210
H 0.309 1.657 1.149 0.224
H 1.579 0.452 1.363 0.216

=====

B | 15
Properties=species:S:1:pos:R:3:nbo_charge:R:1 method="wB97M-V/def2-TZVPD" gap_ev="8.220 / 7.507" lumo_ev="-0.77 / -0.90"
C -0.517 0.146 0.284 0.024
C 0.554 0.689 -0.134 -0.066
C -3.604 0.251 0.357 0.463
C 0.604 -0.634 0.797 -0.192
C 1.291 1.851 -0.680 -0.680
C 0.998 -1.930 0.147 -0.643
O -3.996 1.306 0.663 -0.465
Cl -4.452 -0.815 -0.655 -0.002
H 1.037 -0.533 1.865 0.187
H 1.166 1.988 -1.750 0.242
H 2.312 1.397 -0.532 0.231
H 1.410 2.899 -0.195 0.247
H 0.482 -1.900 -0.903 0.215
H 0.567 -2.657 0.797 0.222
H 2.146 -2.059 -0.060 0.217

=====

C | 15
Properties=species:S:1:pos:R:3:nbo_charge:R:1 method="wB97M-V/def2-TZVPD" gap_ev=10.739 lumo_ev=0.99
C 0.790 0.651 0.833 -0.111
C -0.173 -0.414 0.994 -0.304
C -1.069 0.319 0.136 -0.417
C -0.004 0.913 -0.585 -0.241
C 0.368 -0.397 -1.325 0.014
C 0.310 -1.363 -0.258 0.078
H 1.807 0.478 0.886 0.231
H -0.357 -0.959 1.930 0.237
H -1.661 0.946 0.873 0.217
H -1.917 0.009 -0.536 0.212
H 0.001 1.835 -1.294 0.249
H 0.160 -0.791 -2.316 0.209
H -0.146 -2.498 -0.306 0.204
O 1.482 -0.939 -0.768 -0.482
Cl 0.408 2.209 1.735 -0.097

=====

What should be chosen as the most stable of them? Choose A.

=====

A | 11
Properties=species:S:1:pos:R:3:nbo_charge:R:1 method="wB97M-V/def2-TZVPD" gap_ev=9.953 lumo_ev=0.78
C -1.683 -0.643 0.619 0.014
C -0.640 0.091 0.898 0.248
C 0.548 0.472 0.079 -0.662
O -1.527 -0.530 4.080 -0.889
O -2.598 -0.725 1.714 -0.689
O -0.757 0.774 2.105 -0.682
S -2.028 0.257 3.004 1.734
H -1.979 -1.212 -0.198 0.217
H -0.016 0.663 -0.771 0.237
H 1.388 -0.117 0.029 0.235
H 1.030 1.324 0.464 0.237

=====

B | 11
Properties=species:S:1:pos:R:3:nbo_charge:R:1 method="wB97M-V/def2-TZVPD" gap_ev=9.514 lumo_ev=-0.74
C 0.395 -2.595 0.600 -0.219
C 0.977 -2.144 -0.375 -0.267
C -2.869 1.978 -0.092 0.267
O 3.603 0.367 0.928 -0.829
O 2.649 0.633 -1.350 -0.844
O -1.788 2.217 0.356 -0.494
S 2.524 0.727 0.057 1.676
H -0.288 -2.740 1.412 0.239
H 1.645 -2.035 -1.195 0.244
H -3.187 1.369 -1.014 0.124
H -3.663 2.222 0.674 0.103

=====

C | 11
Properties=species:S:1:pos:R:3:nbo_charge:R:1 method="wB97M-V/def2-TZVPD" gap_ev=8.664 lumo_ev=-1.23
C 1.583 1.340 -0.435 0.127
C 0.796 0.296 -0.262 0.275
C -0.409 -0.440 -0.054 -0.733
O 3.579 -0.415 1.444 -0.901
O 2.844 1.504 -0.487 -0.656
O 2.934 -1.125 -0.798 -0.931
S 3.792 -0.192 0.026 1.709
H 0.776 2.113 -0.240 0.275
H -0.901 -0.153 0.889 0.260
H 0.216 -1.350 -0.035 0.328
H -1.170 -0.442 -0.914 0.249

=====

What should be chosen as the most stable of them? Choose A.

=====

A | 8
Properties=species:S:1:pos:R:3:nbo_charge:R:1 method="wB97M-V/def2-TZVPD" gap_ev=8.680 lumo_ev=-1.24
C 0.122 -0.221 -0.334 0.129
H 2.904 -0.423 0.213 0.205
H -0.800 1.540 -0.590 0.408
N -0.146 -1.281 0.350 -0.254
N -1.297 -0.855 0.905 -0.096
N -1.711 0.332 0.613 -0.042
N -0.746 0.707 -0.145 -0.334
S 1.674 0.201 -1.011 -0.016

=====

B | 8
Properties=species:S:1:pos:R:3:nbo_charge:R:1 method="wB97M-V/def2-TZVPD" smiles="S=c1nn[nH][nH]1" gap_ev=8.074 lumo_ev=-0.70
C -1.036 -0.309 -0.029 0.125
H 1.929 0.648 -0.516 0.412
H -0.015 1.481 0.778 0.419
N -0.260 -1.473 0.109 -0.282
N 1.017 -1.064 -0.152 0.054
N 1.150 0.173 -0.006 -0.183
N -0.077 0.788 -0.100 -0.451
S -2.708 -0.245 -0.084 -0.094

=====

C | 8
Properties=species:S:1:pos:R:3:nbo_charge:R:1 method="wB97M-V/def2-TZVPD" gap_ev=9.457 lumo_ev=0.19
C -0.621 -0.051 0.916 -0.342
N 0.790 0.063 0.703 -0.486
N 1.057 1.111 -0.626 -0.076
N 0.641 0.525 -1.575 0.068
N 0.154 -0.610 -1.671 -0.517
S 0.206 -1.313 -0.047 0.914
H -0.918 -0.322 1.921 0.217
H -1.308 0.596 0.377 0.223

=====

What should be chosen as the most stable of them? Choose B.